# 1
The following is a quantum chemistry calculation of C38H45BF6N4O7PdS6SbTe as an isolated structure in a non-equilibrium geometry, from OMol25.

Summary:
Kohn-Sham gap (spin up / spin down), Ha: 0.192 / 0.196
Calculated total energy, hartree: -5870.24923
F_max, eV Å⁻¹: 1.9
Net charge: -1
Energy relative to the best compared isomer or geometry (same formula, charge and spin), kcal per mole: 72.1
LUMO (spin up / spin down), eV: 0.0 / 0.1

Atoms and positions in Å:
Pd -2.03 1.95 -0.35
F -3.57 3.45 0.26
Sb -3.94 4.62 1.79
F -4.26 5.81 3.22
F -2.65 3.75 2.86
F -5.33 3.52 2.42
F -2.57 5.73 1.12
F -5.17 5.47 0.66
C -4.12 -1.63 -0.92
S -5.22 -1.30 -2.32
C -5.82 0.29 -1.86
C -5.11 1.44 -1.83
S -3.48 1.65 -2.35
S -6.04 2.85 -1.32
C -7.57 2.09 -1.13
S -8.95 2.87 -0.70
S -7.50 0.39 -1.41
H -3.63 -2.58 -1.13
H -4.70 -1.71 0.00
H -3.38 -0.85 -0.86
C 5.97 1.36 -0.32
C 5.01 1.17 0.85
S 4.48 2.77 1.42
O 3.77 3.41 0.34
O 5.60 3.44 2.03
C 3.32 2.35 2.72
C 2.37 3.49 3.11
N 1.31 3.76 2.13
C 0.29 2.90 1.88
N -0.48 3.35 0.90
C 0.07 4.52 0.46
C 1.17 4.79 1.21
N 2.00 5.94 1.11
O 1.85 6.65 0.13
O 2.80 6.17 2.02
C 0.01 1.66 2.65
H 6.32 0.39 -0.68
H 6.83 1.95 -0.01
H 5.47 1.87 -1.14
H 5.48 0.68 1.71
H 4.10 0.63 0.56
H 3.96 2.09 3.57
H 2.78 1.46 2.38
H 2.93 4.39 3.27
H 1.88 3.22 4.04
H -0.37 5.11 -0.32
H 0.81 1.38 3.32
H -0.18 0.84 1.96
H -0.90 1.83 3.25
C 1.59 1.71 -1.95
C 0.14 1.81 -1.60
O -0.51 2.85 -1.91
N -0.51 0.84 -0.94
Te -0.15 -1.47 -0.54
C 0.84 -3.43 -0.10
C 1.74 -3.55 0.96
C 2.09 -2.41 1.89
C 2.37 -4.78 1.21
C 2.13 -5.89 0.43
C 2.81 -7.21 0.70
C 1.20 -5.78 -0.61
C 0.55 -4.58 -0.88
C -0.46 -4.57 -2.01
C 0.72 -1.54 -2.49
C 2.10 -1.67 -2.69
C 3.09 -1.85 -1.56
C 2.62 -1.60 -3.98
C 1.80 -1.41 -5.09
C 2.38 -1.31 -6.48
C 0.43 -1.31 -4.88
C -0.13 -1.39 -3.61
C -1.63 -1.30 -3.47
H 2.08 2.60 -1.56
H 1.69 1.71 -3.04
H 2.05 0.81 -1.54
H 1.60 -1.48 1.59
H 3.17 -2.24 1.91
H 1.77 -2.63 2.91
H 3.08 -4.85 2.03
H 3.63 -7.09 1.42
H 3.23 -7.63 -0.22
H 2.11 -7.94 1.11
H 0.98 -6.65 -1.21
H -0.72 -5.59 -2.30
H -0.06 -4.05 -2.89
H -1.37 -4.06 -1.70
H 2.72 -1.38 -0.64
H 4.05 -1.41 -1.82
H 3.24 -2.91 -1.34
H 3.69 -1.69 -4.12
H 3.46 -1.43 -6.46
H 2.15 -0.34 -6.92
H 1.96 -2.08 -7.13
H -0.23 -1.17 -5.73
H -2.11 -1.24 -4.45
H -1.93 -0.41 -2.91
H -2.03 -2.16 -2.94
O -2.27 -0.44 1.56
B -2.74 0.78 1.08
O -3.71 1.28 1.92
C -3.81 0.40 2.96
C -4.59 0.49 4.09
C -4.48 -0.56 5.00
C -3.62 -1.64 4.77
C -2.83 -1.70 3.62
C -2.94 -0.66 2.74
H -5.25 1.33 4.23
H -5.07 -0.54 5.91
H -3.57 -2.44 5.49
H -2.16 -2.53 3.44

Here are the Löwdin charges for atoms 1 to 6, given in e: Pd 0.95; F -0.44; Sb 1.38; F -0.36; F -0.34; F -0.34

# 2
The following is a quantum chemistry calculation of C38H45N16SZr as an isolated structure, from OMol25.

Summary:
Kohn-Sham gap, Ha: 0.226
Calculated total energy, hartree: -2795.68691
F_max, eV Å⁻¹: 0.5
Net charge: +3
Energy relative to the best compared isomer or geometry (same formula, charge and spin), kcal per mole: 8.1
LUMO, eV: -9.2

Atoms and positions in Å:
Zr -0.35 1.01 0.45
C 0.16 3.70 4.17
C -0.02 2.60 3.19
N 0.26 2.68 1.93
N 0.80 3.88 1.53
C 1.46 3.79 0.41
N 2.10 4.88 -0.04
S 1.54 2.35 -0.58
C -0.53 1.29 3.65
C -0.74 1.03 4.99
C -1.21 -0.22 5.38
C -1.45 -1.18 4.41
C -1.21 -0.84 3.09
N -0.76 0.35 2.69
H 0.96 3.45 4.87
H 0.42 4.62 3.67
H -0.75 3.84 4.76
H 2.18 5.68 0.55
H 2.69 4.82 -0.86
H -0.54 1.79 5.73
H -1.37 -0.44 6.43
H -1.82 -2.16 4.66
H -1.41 -1.58 2.32
C 6.57 -0.69 -0.89
C 5.63 0.09 -0.22
N 4.42 -0.37 0.06
C 4.14 -1.62 -0.32
C 5.08 -2.39 -0.99
N 6.29 -1.93 -1.28
C 2.75 -2.09 0.08
C 2.42 -3.52 -0.23
C 1.23 -4.09 -0.48
C -0.09 -3.45 -0.46
C -0.49 -2.25 -0.05
N 0.42 -1.22 0.42
C -1.91 -1.84 -0.07
C -2.95 -2.76 -0.28
N -4.21 -2.41 -0.37
C -4.49 -1.11 -0.25
C -3.50 -0.19 0.02
N -2.21 -0.55 0.13
C 1.20 -5.55 -0.79
C 2.09 -6.11 -1.69
C 2.03 -7.48 -1.94
N 1.15 -8.28 -1.35
C 0.30 -7.75 -0.48
C 0.28 -6.39 -0.17
H 7.56 -0.31 -1.12
H 5.86 1.10 0.09
H 4.87 -3.41 -1.31
H 3.27 -4.20 -0.22
H -0.86 -4.11 -0.84
H -2.75 -3.82 -0.36
H -5.53 -0.81 -0.35
H -3.73 0.86 0.12
H 2.82 -5.50 -2.22
H 2.71 -7.94 -2.64
H -0.40 -8.43 -0.01
H -0.43 -6.03 0.56
C -1.50 5.38 -1.20
N -2.38 4.81 -0.17
C -2.90 5.76 0.82
C -3.51 4.85 1.87
N -2.83 3.57 1.60
C -3.31 2.42 2.34
C -2.30 3.58 0.36
N -1.78 2.48 -0.23
C -1.68 2.53 -1.71
C -1.47 1.16 -2.35
N -0.39 0.40 -1.70
C 0.40 -0.40 -2.39
N 0.43 -0.64 -3.72
C -0.67 -0.55 -4.69
C 1.48 -1.61 -4.03
C 2.36 -1.58 -2.79
N 1.39 -1.13 -1.78
C 1.70 -1.07 -0.38
H -1.53 6.46 -1.08
H -1.83 5.14 -2.20
H -0.46 5.06 -1.06
H -3.63 6.43 0.36
H -2.07 6.35 1.22
H -4.58 4.72 1.74
H -3.32 5.18 2.89
H -3.09 2.56 3.40
H -2.82 1.51 2.00
H -4.39 2.31 2.23
H -0.84 3.16 -2.02
H -2.60 2.95 -2.13
H -1.23 1.37 -3.39
H -2.40 0.59 -2.33
H -1.63 -0.71 -4.22
H -0.52 -1.34 -5.42
H -0.66 0.40 -5.22
H 2.02 -1.32 -4.93
H 1.04 -2.60 -4.18
H 3.18 -0.86 -2.89
H 2.76 -2.55 -2.55
H 2.76 -1.99 1.17
H 0.72 -1.44 1.36
H 2.12 -0.10 -0.09

Here are the Löwdin charges for atoms 1 to 6, given in e: Zr 1.65; C 0.01; C -0.25; N -0.11; N 0.01; C -0.81

# 3
The following is a quantum chemistry calculation of C38H45N3OPSiV as an isolated structure in a non-equilibrium geometry, from OMol25.

Summary:
Kohn-Sham gap (spin up / spin down), Ha: 0.239 / 0.248
Calculated total energy, hartree: -3289.44322
⟨S²⟩: 3.78
Multiplicity: 4
F_max, eV Å⁻¹: 2.0
Net charge: -1
LUMO (spin up / spin down), eV: 2.5 / 2.5

Atoms and positions in Å:
V -0.23 0.63 -0.74
C 5.63 -2.73 -1.16
C 5.08 -2.12 -0.05
C 3.79 -1.60 -0.11
C 3.04 -1.70 -1.28
C 3.62 -2.29 -2.40
C 4.90 -2.80 -2.34
P 1.32 -1.05 -1.31
C 1.29 -0.31 -2.98
C 1.96 0.91 -3.11
C 1.93 1.61 -4.31
C 1.22 1.10 -5.39
C 0.55 -0.11 -5.27
C 0.58 -0.81 -4.07
C 0.32 -2.55 -1.50
C 0.75 -3.86 -1.50
C -0.19 -4.90 -1.53
C -1.53 -4.62 -1.61
C -2.00 -3.29 -1.63
C -3.37 -2.97 -1.73
C -3.75 -1.65 -1.72
C -2.81 -0.62 -1.55
C -1.45 -0.86 -1.37
C -1.06 -2.23 -1.50
H 6.63 -3.15 -1.11
H 5.64 -2.05 0.87
H 3.36 -1.11 0.76
H 3.05 -2.35 -3.32
H 5.34 -3.26 -3.22
H 2.51 1.31 -2.27
H 2.44 2.56 -4.40
H 1.19 1.64 -6.33
H -0.01 -0.50 -6.11
H 0.04 -1.75 -3.98
H 1.81 -4.08 -1.49
H 0.16 -5.93 -1.50
H -2.25 -5.43 -1.65
H -4.10 -3.77 -1.81
H -4.80 -1.40 -1.82
H -3.18 0.40 -1.53
C -3.50 0.00 2.13
C -2.49 1.14 2.29
C -2.58 1.66 3.73
C -2.95 2.26 1.35
Si -0.67 0.53 1.72
C 0.67 1.83 2.44
C 1.05 1.66 3.92
C 1.95 1.69 1.61
C 0.19 3.28 2.26
C -0.36 -1.20 2.67
C -0.68 -1.17 4.17
C 1.11 -1.59 2.50
C -1.17 -2.34 2.05
H -4.52 0.40 2.22
H -3.38 -0.75 2.91
H -3.41 -0.49 1.16
H -3.62 1.91 3.98
H -1.99 2.57 3.86
H -2.23 0.93 4.45
H -3.98 2.55 1.59
H -2.93 1.90 0.31
H -2.33 3.15 1.42
H 1.53 0.70 4.10
H 0.17 1.74 4.56
H 1.76 2.45 4.21
H 2.39 0.69 1.70
H 2.70 2.42 1.93
H 1.76 1.88 0.55
H -0.62 3.53 2.96
H -0.17 3.46 1.25
H 1.01 3.97 2.45
H -0.17 -0.35 4.69
H -0.36 -2.11 4.64
H -1.75 -1.08 4.34
H 1.80 -0.87 2.95
H 1.34 -1.69 1.44
H 1.30 -2.57 2.97
H -2.24 -2.25 2.24
H -0.84 -3.30 2.46
H -1.02 -2.38 0.97
N -2.34 3.65 -1.87
C -1.05 3.53 -1.43
O -0.69 2.41 -0.97
C -0.19 4.64 -1.57
C -0.72 5.91 -1.86
N -1.17 6.95 -2.08
C 1.20 4.48 -1.43
N 2.35 4.36 -1.35
H -3.00 3.01 -1.45
H -2.68 4.58 -2.04

Here are the natural (NBO) charges for atoms 1 to 6, given in e: V 0.84; C -0.21; C -0.21; C -0.18; C -0.35; C -0.13